1.
{"formula": "F2H12O6Y", "method": "the ωB97M-V functional and the def2-TZVPD basis", "elements": ["Y", "F", "F", "O", "H", "H", "O", "H", "H", "O", "H", "H", "O", "H", "H", "O", "H", "H", "O", "H", "H"], "xyz": [[-0.2335, -0.0670, -0.0644], [0.3365, -0.6120, -2.1394], [-2.3215, -0.2740, -0.0244], [1.6905, 1.4480, -0.5334], [2.4955, 1.5400, 0.0426], [2.1685, 1.5960, -1.4074], [-1.0465, 1.7290, -1.4534], [-0.6125, 2.4700, -1.8844], [-1.8915, 2.0980, -1.5164], [-0.8715, -2.5000, -0.4224], [-1.0035, -2.6150, -1.4004], [-1.7595, -2.5550, -0.0424], [-0.7645, 1.8040, 1.2866], [0.0575, 2.1150, 1.7286], [-1.5205, 2.4240, 1.1526], [1.6505, -1.3820, 0.0026], [1.8365, -2.2270, 0.5036], [2.2035, -1.3170, -0.7804], [-0.3025, -0.9850, 2.0766], [0.5155, -0.8420, 2.5856], [-0.6275, -1.8490, 2.2906]], "e_homo_ev": -13.95, "total_charge": 1, "gap_ev": 10.1, "relative_energy_kj_mol": 37.7, "max_force_ha_per_bohr": 0.079, "spin_multiplicity": 1}



2.
{"formula": "F2H2NP", "method": "the ωB97M-V functional and the def2-TZVPD basis", "elements": ["N", "F", "F", "P", "H", "H"], "xyz": [[-0.6498, -0.0095, -0.1934], [1.3346, -1.8423, 0.1551], [0.5997, 1.9477, 0.5406], [0.6012, 0.8490, -0.6501], [-0.7987, -0.8948, -0.6711], [-1.0870, -0.0500, 0.8188]], "e_homo_ev": [-9.03, -9.02], "total_charge": 0, "gap_ev": [7.0, 7.0], "relative_energy_kj_mol": 359.4, "max_force_ha_per_bohr": 0.060, "spin_multiplicity": 1}



3.
{"formula": "F2H2SSi", "method": "the ωB97M-V functional and the def2-TZVPD basis", "elements": ["F", "F", "Si", "S", "H", "H"], "xyz": [[1.6934, -0.0160, 1.1799], [1.5571, 0.1054, -1.2783], [0.7517, 0.5330, -0.0003], [-2.1750, -0.8421, -0.5054], [0.4233, 1.8322, -0.0113], [-2.2505, -1.6124, 0.6154]], "e_homo_ev": [-8.95, -8.95], "total_charge": 0, "gap_ev": [7.2, 7.2], "relative_energy_kj_mol": 279.5, "max_force_ha_per_bohr": 0.093, "spin_multiplicity": 1}



4.
{"formula": "F2H3N2PS", "method": "the ωB97M-V functional and the def2-TZVPD basis", "elements": ["N", "N", "F", "F", "P", "S", "H", "H", "H"], "xyz": [[0.0522, -0.7065, 0.1586], [-0.9207, -0.4086, -0.5425], [-1.9036, 0.4622, 1.4994], [-0.3398, 2.4316, 0.4487], [-2.3412, 0.4361, -0.1495], [-3.8484, -0.7460, -0.3273], [0.2542, 2.9882, 0.7799], [-0.0580, -0.4263, 1.1485], [-0.7421, -0.5359, -1.5565]], "e_homo_ev": [-8.17, -8.17], "total_charge": 0, "gap_ev": [6.6, 6.6], "relative_energy_kj_mol": 236.5, "max_force_ha_per_bohr": 0.069, "spin_multiplicity": 1}



5.
{"formula": "F2H4N2P", "method": "the ωB97M-V functional and the def2-TZVPD basis", "elements": ["N", "N", "F", "F", "P", "H", "H", "H", "H"], "xyz": [[0.8271, -1.1132, 0.3530], [-1.2514, 0.6826, 0.4372], [0.2769, -0.0492, -2.3372], [1.0382, 1.4987, -0.1188], [0.1449, 0.2309, -0.1905], [1.3534, -1.1007, 1.2233], [1.1769, -1.7823, -0.3241], [-1.9695, 0.0065, 0.6692], [-1.5965, 1.6267, 0.2879]], "e_homo_ev": -17.73, "total_charge": 1, "gap_ev": 11.2, "relative_energy_kj_mol": 259.2, "max_force_ha_per_bohr": 0.112, "spin_multiplicity": 1}



6.
{"formula": "F2HN", "method": "the ωB97M-V functional and the def2-TZVPD basis", "elements": ["N", "F", "F", "H"], "xyz": [[0.3498, -0.1149, -0.3737], [-1.7742, 0.7550, 0.0823], [0.5469, -1.2668, 0.1915], [0.8774, 0.6267, 0.0999]], "e_homo_ev": [-12.11, -11.57], "total_charge": 0, "gap_ev": [10.7, 8.4], "relative_energy_kj_mol": 245.8, "max_force_ha_per_bohr": 0.061, "spin_multiplicity": 1}



7.
{"formula": "F2HN", "method": "the ωB97M-V functional and the def2-TZVPD basis", "elements": ["N", "F", "F", "H"], "xyz": [[-0.3274, -1.2352, -0.4736], [-1.1540, -1.6704, 0.4947], [0.8038, -1.8885, -0.1854], [-0.1648, 0.0977, 0.2907]], "e_homo_ev": -10.81, "total_charge": 0, "gap_ev": 10.4, "relative_energy_kj_mol": 197.1, "max_force_ha_per_bohr": 0.112, "spin_multiplicity": 1}



8.
{"formula": "F2HNS", "method": "the ωB97M-V functional and the def2-TZVPD basis", "elements": ["N", "F", "F", "S", "H"], "xyz": [[-0.5130, 0.6348, 0.5553], [-0.1306, 1.8548, -0.4889], [-2.4032, -0.7159, -0.6346], [-2.0132, 0.3133, 0.6435], [0.2587, -0.1188, 0.0101]], "e_homo_ev": -10.60, "total_charge": 0, "gap_ev": 10.3, "relative_energy_kj_mol": 211.0, "max_force_ha_per_bohr": 0.103, "spin_multiplicity": 1}



9.
{"formula": "F2HOPS", "method": "the ωB97M-V functional and the def2-TZVPD basis", "elements": ["O", "F", "F", "P", "S", "H"], "xyz": [[-1.0144, -0.1221, -0.9513], [1.4724, -0.2750, -0.5921], [-0.0468, -0.9537, 1.1448], [0.1552, 0.3327, 0.1423], [0.5975, 2.1444, 1.0132], [-1.1639, -1.1262, -0.7568]], "e_homo_ev": -10.17, "total_charge": 0, "gap_ev": 9.8, "smiles": "OP(F)(F)=S", "relative_energy_kj_mol": 99.4, "max_force_ha_per_bohr": 0.080, "spin_multiplicity": 1}



10.
{"formula": "F2KNO4S2", "method": "the ωB97M-V functional and the def2-TZVPD basis", "elements": ["K", "N", "S", "O", "O", "F", "S", "O", "O", "F"], "xyz": [[1.3433, -0.6113, 1.0893], [-0.2354, 0.0678, 3.2479], [-1.7836, -0.0397, 3.2505], [-2.4904, 0.5147, 2.1251], [-2.4256, 0.0459, 4.5354], [-1.8535, -1.6311, 2.9280], [-0.0584, 1.7061, 3.6377], [-0.3474, 2.1224, 4.9628], [-0.4669, 2.5690, 2.5631], [1.5229, 1.6623, 3.5407]], "e_homo_ev": -9.90, "total_charge": 0, "gap_ev": 8.4, "relative_energy_kj_mol": 72.8, "max_force_ha_per_bohr": 0.110, "spin_multiplicity": 1}



11.
{"formula": "F2NOP", "method": "the ωB97M-V functional and the def2-TZVPD basis", "elements": ["N", "O", "F", "F", "P"], "xyz": [[0.9568, 0.3675, -0.1136], [1.8659, -0.3521, 0.0486], [-0.9679, -1.2863, -0.2062], [-1.1587, 1.2040, -0.3571], [-0.6961, 0.0669, 0.6283]], "e_homo_ev": [-8.95, -9.09], "total_charge": 0, "gap_ev": [8.1, 8.1], "smiles": "O=NP(F)F", "relative_energy_kj_mol": 0.0, "max_force_ha_per_bohr": 0.033, "spin_multiplicity": 1}



12.
{"formula": "F2O2S", "method": "the ωB97M-V functional and the def2-TZVPD basis", "elements": ["O", "O", "F", "F", "S"], "xyz": [[-1.9910, 0.2124, 0.4062], [-0.9348, 0.1521, -0.4787], [1.2482, 1.0627, 0.4354], [1.1077, -1.4258, 0.1876], [0.5699, -0.0013, -0.5505]], "e_homo_ev": -9.73, "total_charge": 0, "gap_ev": 9.0, "relative_energy_kj_mol": 563.3, "max_force_ha_per_bohr": 0.056, "spin_multiplicity": 1}